Entry 1:
A 2-piece molecular cluster, C4H10ClNO overall in a non-equilibrium geometry, computed with ωB97M-V/def2-TZVPD.

Computed properties:
Orbital gap in eV: 8.22
Structure (SMILES): CC(C)=C(N)Cl.O

Last column: natural (NBO) charge in e.
Element x y z (Å)
C  0.722813  -0.162340  0.680249  -0.68
C  -0.277551  0.899424  -1.315200  -0.61
C  -1.713778  0.216923  0.617318  0.12
C  -0.501060  0.296519  -0.002873  -0.12
N  -1.675484  0.014069  2.033787  -0.84
O  2.744640  -0.873737  -1.324015  -0.94
Cl  -3.287857  0.459656  0.069403  0.04
H  1.653729  -0.280584  0.020736  0.28
H  0.536629  -1.121855  1.308056  0.19
H  1.045695  0.410355  1.588717  0.21
H  0.286277  0.284213  -1.941161  0.20
H  0.158049  1.982063  -1.356153  0.21
H  -1.333136  1.048336  -1.795905  0.21
H  2.818167  -0.690642  -2.250660  0.48
H  -0.882992  -0.397649  2.489114  0.39
H  -2.543898  -0.290419  2.423511  0.38
H  2.249751  -1.794331  -1.244922  0.48

Forces on the atoms, in the same order (eV/Å):
C 1.68 -1.54 2.57
C -3.19 3.01 -1.36
C 3.49 -0.30 2.15
C -1.35 0.31 0.37
N -1.07 0.16 -0.78
O -1.12 -3.22 0.75
Cl -0.60 0.40 -0.72
H -1.94 0.33 1.16
H 0.25 0.72 -1.56
H -0.22 0.57 -0.89
H 1.04 -0.89 -1.14
H -0.43 -1.90 0.54
H 1.87 -0.29 0.46
H 0.04 0.00 -0.88
H 0.25 -0.03 -0.38
H -0.29 -0.24 0.17
H 1.61 2.91 -0.47


Entry 2:
One molecule with the formula C2H2FN in a non-equilibrium geometry, computed with ωB97M-V/def2-TZVPD.

Computed properties:
Orbital gap in eV: 8.01

Last column: natural (NBO) charge in e.
Element x y z (Å)
C  -1.344256  -0.175560  0.065350  0.41
C  0.943232  -0.172195  0.055201  -0.02
N  -0.222003  0.275520  0.200922  -0.43
F  -2.455447  0.523137  -0.004171  -0.31
H  1.297131  -0.110589  -1.068386  0.16
H  1.781343  -0.340315  0.751083  0.20

Forces on the atoms, in the same order (eV/Å):
C -4.40 -2.29 -0.30
C 3.81 1.53 -3.44
N 1.85 -0.19 1.12
F 0.30 1.26 0.14
H -0.45 -0.56 2.17
H -1.10 0.25 0.31


Entry 3:
A 2-piece molecular cluster, C3H4O2 overall in a non-equilibrium geometry, computed with ωB97M-V/def2-TZVPD.

Computed properties:
Orbital gap in eV: 9.25

Last column: natural (NBO) charge in e.
Element x y z (Å)
C  -0.865072  1.300205  1.280555  0.51
C  -1.028367  -0.846768  -0.368167  0.07
C  1.042932  -0.095733  -0.533174  -0.29
O  -1.466976  2.252958  1.479585  -0.51
O  0.206952  -1.218026  -0.093121  -0.48
H  -1.565124  -1.736931  -0.045811  0.07
H  1.219331  0.394660  0.412742  0.20
H  0.483985  0.583650  -1.350453  0.23
H  1.972339  -0.634016  -0.782156  0.20

Forces on the atoms, in the same order (eV/Å):
C -1.27 2.06 0.84
C 0.41 -1.26 0.20
C 0.43 -0.40 -0.42
O 1.08 -1.84 -0.52
O -1.46 2.13 -1.65
H -0.82 -0.48 0.40
H 0.24 0.82 -0.16
H 1.57 -1.87 1.98
H -0.18 0.83 -0.66


Entry 4:
C33H24BrN7O7STb as an isolated structure in a non-equilibrium geometry, computed with ωB97M-V/def2-TZVPD.

Computed properties:
Orbital gap (spin up / spin down) in eV: 6.47 / 6.50
2S+1: 7
Net charge: -1

Last column: Löwdin spin population.
Element x y z (Å)
Tb  0.220000  0.458200  0.587200  6.10
N  -0.102900  0.738800  -4.360000  0.00
C  0.108500  0.519800  -3.027800  0.00
S  -0.379200  1.747300  -1.963300  -0.02
N  0.656800  -0.648100  -2.726500  0.00
N  0.666400  -1.027400  -1.437400  -0.01
C  1.311400  -2.127600  -1.188500  0.00
C  1.302700  -2.748300  0.104600  0.00
C  2.148700  -3.845600  0.330200  0.00
C  2.162500  -4.448200  1.567000  0.00
C  1.331800  -3.937600  2.556600  0.00
C  0.538000  -2.841800  2.260700  0.00
N  0.496700  -2.253900  1.071000  -0.01
H  -0.236100  1.701600  -4.620400  0.00
H  0.354700  0.123800  -5.015100  0.00
H  1.885400  -2.614900  -1.978100  0.00
H  2.794100  -4.171400  -0.469900  0.00
H  2.810600  -5.288300  1.771900  0.00
H  1.308800  -4.372400  3.542400  0.00
H  -0.086000  -2.410500  3.035000  0.00
C  -3.732900  -2.758700  -2.726100  0.00
C  -3.467500  -2.219300  -1.357500  0.00
C  -4.270500  -2.504300  -0.258700  0.00
C  -3.939100  -1.979400  0.979700  0.00
C  -2.784500  -1.216200  1.070000  0.00
Br  -2.209800  -0.547600  2.755600  0.00
N  -2.003600  -0.933400  0.040400  -0.01
C  -2.362900  -1.400400  -1.147800  0.00
H  -4.576900  -3.442400  -2.729700  0.00
H  -2.850800  -3.280700  -3.092000  0.00
H  -3.936200  -1.942000  -3.415600  0.00
H  -5.146300  -3.127900  -0.364100  0.00
H  -4.540100  -2.156600  1.855900  0.00
H  -1.735000  -1.117700  -1.982400  0.00
O  -1.210100  6.221200  1.992300  0.00
C  -0.880800  5.050200  1.903600  0.00
C  0.505500  4.514300  1.663600  0.00
O  1.563000  5.105700  1.863700  0.00
C  0.320500  3.146600  1.183000  0.00
C  -1.043400  2.768800  1.337400  0.00
O  -1.504000  1.615700  0.986300  -0.01
C  -1.788600  3.852300  1.975000  0.00
O  -2.896500  3.795700  2.498900  0.00
O  1.234400  2.369900  0.715200  -0.01
O  4.234700  -1.552800  0.851700  0.00
C  3.539800  -1.002200  1.677300  0.00
N  3.804600  -1.020600  3.039300  0.00
C  2.906700  -0.118500  3.731000  0.00
C  1.878000  0.090100  2.610500  0.00
O  0.741800  0.552600  2.776300  -0.01
N  2.343600  -0.357800  1.453500  -0.01
C  2.218900  -0.679900  4.948800  0.00
C  1.324500  0.146400  5.623900  0.00
C  0.671800  -0.310400  6.753200  0.00
C  0.908500  -1.591900  7.223800  0.00
C  1.785800  -2.419700  6.545000  0.00
C  2.432200  -1.972000  5.404800  0.00
C  3.604200  1.186900  4.084800  0.00
C  3.374300  2.354300  3.370800  0.00
C  4.010400  3.529900  3.734500  0.00
C  4.898800  3.541100  4.795500  0.00
C  5.161100  2.367700  5.485700  0.00
C  4.513600  1.195900  5.137800  0.00
H  4.759100  -1.125500  3.346700  0.00
H  1.145900  1.144700  5.254700  0.00
H  -0.020900  0.337100  7.269900  0.00
H  0.414400  -1.942600  8.118900  0.00
H  1.973100  -3.421000  6.907400  0.00
H  3.111200  -2.621100  4.870600  0.00
H  2.694200  2.366200  2.530700  0.00
H  3.788700  4.430100  3.182300  0.00
H  5.387200  4.461400  5.085600  0.00
H  5.868200  2.366200  6.303600  0.00
H  4.703300  0.282800  5.688100  0.00

Forces on the atoms, in the same order (eV/Å):
Tb -0.36 -2.36 -2.58
N 0.16 -0.11 -0.12
C -0.04 0.02 0.54
S -0.13 -0.02 0.12
N 0.16 -0.53 -1.00
N 0.55 -0.45 0.32
C -0.31 0.97 -0.98
C -0.06 -0.48 0.99
C -0.34 0.35 -0.18
C -0.21 0.11 0.18
C 0.13 -0.09 -0.17
C -0.13 -0.12 0.22
N 0.33 -0.22 -0.35
H 0.01 -0.10 -0.04
H 0.04 0.02 0.10
H -0.19 0.10 -0.03
H 0.08 -0.06 -0.05
H 0.06 -0.04 -0.02
H -0.03 0.01 0.15
H -0.04 0.05 -0.04
C 0.05 0.09 -0.05
C -0.04 0.05 0.29
C 0.30 0.21 -0.05
C 0.17 0.11 0.04
C 0.06 0.00 0.04
Br -0.41 -0.50 0.10
N -0.30 0.04 0.33
C -0.13 -0.15 -0.19
H -0.07 -0.06 -0.02
H 0.01 -0.09 -0.10
H -0.07 0.02 -0.13
H -0.10 -0.06 -0.03
H -0.04 -0.04 0.08
H 0.08 -0.01 -0.02
O 0.33 -1.00 0.05
C -0.38 1.30 0.12
C 1.00 0.32 0.19
O -0.69 -0.35 -0.23
C -0.72 0.40 0.19
C 0.51 0.69 -0.05
O -1.11 1.23 0.41
C -0.95 -0.34 0.49
O 0.71 0.14 -0.52
O 0.52 0.87 0.10
O 0.10 0.09 -0.19
C 0.40 -0.42 -0.03
N -0.10 -0.09 0.40
C 0.05 0.21 0.06
C 1.48 -0.71 0.39
O -0.25 0.27 1.03
N 0.04 0.56 0.16
C -0.09 -0.18 0.08
C 0.01 -0.07 0.08
C -0.04 0.08 -0.02
C 0.00 -0.13 0.06
C -0.05 -0.13 0.14
C 0.11 0.13 -0.12
C 0.03 0.16 -0.07
C -0.08 -0.11 0.02
C 0.06 0.14 0.00
C 0.01 0.07 -0.04
C 0.10 -0.09 0.10
C -0.03 0.01 -0.05
H -0.03 0.10 -0.17
H -0.01 0.10 0.01
H -0.06 0.07 0.04
H -0.05 -0.03 0.04
H 0.01 -0.08 0.03
H 0.05 -0.02 -0.07
H -0.08 0.07 -0.09
H -0.05 0.10 -0.07
H 0.03 0.04 0.00
H 0.04 0.00 0.07
H -0.01 -0.04 0.10


Taking the records one at a time from the top gives energy relative to the best compared isomer or geometry (same formula, charge and spin) values of 224.0 297.7 412.7 0.0 kJ/mol.